Computed, not measured: a structure of composition C44H55BrClLaN4O11S2 at a distorted geometry, with ωB97M-V with the def2-TZVPD basis set.

Atoms and positions in Å:
La -16.99088 3.84156 -17.41154
C -13.62758 4.31743 -15.69948
C -14.26637 5.66223 -15.85974
O -15.11651 6.00248 -16.70245
C -13.72254 6.55885 -14.87244
C -13.26217 7.85524 -14.90977
C -13.12992 8.60776 -13.67787
N -12.77513 8.35873 -16.10546
N -11.88380 8.53942 -16.81989
C -18.22675 6.44207 -18.75032
O -17.42055 5.55955 -19.10946
C -18.40464 7.59972 -19.60599
C -17.77948 7.65005 -20.84094
C -17.63377 8.87264 -21.45154
C -18.24191 9.97404 -20.83875
C -18.95907 9.87817 -19.67167
C -19.07065 8.67340 -19.01651
H -12.87384 4.13260 -16.51419
H -14.43115 3.59346 -15.82450
H -13.11513 4.25404 -14.72468
H -13.41164 6.03975 -13.95234
H -14.12587 8.84099 -13.25762
H -12.57716 9.55284 -13.87411
H -12.57113 7.98554 -12.95598
H -17.35899 6.73119 -21.30913
H -17.08163 9.04358 -22.40886
H -18.11552 10.95818 -21.24216
H -19.52389 10.78235 -19.36563
H -19.74682 8.53340 -18.12223
N -19.43503 2.55943 -15.85533
C -19.35072 1.48127 -14.90218
C -18.95722 0.13792 -15.53723
C -17.56633 -0.40348 -15.19815
C -16.39279 0.59328 -15.46526
N -16.39542 1.21599 -16.79887
H -19.67323 3.51165 -15.47268
H -19.97219 2.29271 -16.67590
H -20.26924 1.37813 -14.26512
H -18.60582 1.84702 -14.21807
H -19.15234 0.10054 -16.61089
H -19.74590 -0.51159 -15.08672
H -17.40474 -1.27803 -15.80478
H -17.43883 -0.73477 -14.16300
H -15.51803 -0.06515 -15.36880
H -16.38750 1.36059 -14.68927
H -16.92138 0.69539 -17.50422
H -15.38742 1.31749 -17.12580
Cl -18.45894 2.25148 -19.15639
O -18.98622 5.10453 -16.95677
O -18.89102 6.50752 -17.61380
Br -20.15614 7.72030 -12.67458
C -19.12661 6.18897 -12.22560
C -19.36155 5.63197 -10.97563
C -18.70853 4.47107 -10.70368
C -17.76653 3.94486 -11.54899
C -17.60006 4.51400 -12.85695
C -18.33422 5.64164 -13.22809
C -16.57179 3.87111 -13.77149
O -15.77076 3.18673 -13.13341
O -16.61116 4.07288 -15.06260
H -20.17512 5.92236 -10.34042
H -18.97985 3.93159 -9.78794
H -17.15279 3.12010 -11.31099
H -18.27627 6.10647 -14.22885
C -10.49276 -3.55042 -16.65503
C -11.24882 -2.28795 -17.06418
C -11.62748 -2.10323 -18.41445
C -12.13347 -0.88257 -18.86680
C -12.29871 0.13059 -17.89654
C -11.89343 -0.05911 -16.55975
C -11.48500 -1.27591 -16.11545
S -12.72446 1.79553 -18.37957
O -12.70629 1.65337 -19.83920
O -11.73564 2.64023 -17.76524
O -14.07115 2.01185 -17.81995
H -9.42532 -3.44390 -16.86289
H -10.93315 -4.34311 -17.28938
H -10.62648 -3.83678 -15.62682
H -11.53561 -2.97711 -19.03635
H -12.43760 -0.69598 -19.88129
H -11.90685 0.82539 -15.89497
H -11.26755 -1.41981 -15.01061
C -22.75290 9.73219 -18.40126
C -22.88211 8.23955 -18.36151
C -23.12320 7.62099 -17.13886
C -23.15894 6.23750 -17.05445
C -23.18132 5.64181 -15.65279
C -23.17117 5.46165 -18.27314
C -23.37293 4.04373 -18.20156
O -23.34573 3.26387 -17.22998
C -22.91221 6.06378 -19.49139
C -22.85488 5.25935 -20.74511
C -22.74982 7.46721 -19.54617
H -22.20524 10.17592 -17.53523
H -23.71757 10.21637 -18.52106
H -22.07229 10.01570 -19.26090
H -23.14199 8.16693 -16.20005
H -24.21757 5.38991 -15.35679
H -22.80238 6.37009 -14.91594
H -22.55200 4.74373 -15.51074
H -23.65684 3.58209 -19.17115
H -22.05613 4.53554 -20.62413
H -22.74234 5.89514 -21.61798
H -23.74557 4.63701 -20.99823
H -22.58069 7.99759 -20.48349
O -15.49000 3.69724 -19.68412
S -15.97289 3.07811 -20.97461
C -15.74488 1.28204 -20.71579
C -15.03972 0.71524 -21.96697
C -14.28990 1.83609 -22.72672
C -14.74054 3.26383 -22.34659
H -16.75999 0.91974 -20.66942
H -15.12441 1.20199 -19.82325
H -15.85466 0.29781 -22.63692
H -14.30856 -0.06188 -21.67787
H -14.28061 1.81128 -23.89236
H -13.22244 1.77892 -22.47754
H -15.37847 3.74612 -23.16563
H -14.04970 3.99090 -21.94882

Force components x, y, z for each atom (eV/Å):
1.5 -0.2 0.9
-0.2 -0.7 -1.1
2.1 2.1 2.5
-1.1 -1.1 -1.7
-0.8 -2.7 -0.3
1.2 1.4 -3.9
0.2 1.8 0.7
-1.3 -1.0 4.2
0.4 0.5 -1.3
1.0 -1.7 0.0
-1.7 1.1 0.7
-0.6 0.4 0.9
0.8 -0.8 -0.6
-0.2 1.1 -0.7
0.8 0.0 -0.5
-1.2 1.1 0.2
-0.9 0.1 0.1
-0.8 0.3 0.8
0.4 -0.6 0.3
-0.4 -0.3 -0.5
-0.1 0.3 -0.2
0.5 0.0 0.1
-0.3 -0.5 0.4
-0.2 0.3 -0.1
-0.3 0.8 0.8
-0.5 -0.5 1.0
0.0 0.3 -0.5
0.5 -0.7 0.2
1.3 0.2 -1.0
0.1 1.3 -0.7
-0.1 0.8 0.5
-1.3 -0.5 1.4
0.4 1.2 -0.4
-0.6 -1.1 -0.1
0.8 0.2 -0.2
0.1 -1.6 -0.6
-0.1 0.6 0.2
0.4 -0.1 -0.6
0.6 -0.4 0.7
0.2 0.4 0.0
0.7 -0.3 -0.5
0.1 -0.5 -0.4
-0.4 0.2 0.1
0.2 0.5 0.2
0.2 0.0 -0.1
0.2 0.0 0.3
-1.5 -0.3 0.3
-0.6 -0.4 -0.3
0.1 2.3 -0.8
0.0 -2.5 0.2
-0.2 0.4 -0.1
-0.7 0.3 -0.3
-0.5 0.2 -1.3
0.4 -1.4 1.4
-0.2 1.3 -2.3
-0.3 0.0 0.6
0.2 0.0 0.5
0.4 -0.1 -0.9
0.3 -0.3 -0.8
-0.6 -0.4 2.5
-0.1 0.6 0.1
0.3 0.2 -0.2
0.4 -0.8 0.2
0.1 -0.5 0.6
-1.1 0.0 -1.3
0.0 0.0 0.4
0.2 0.1 1.2
-0.4 0.1 1.8
1.2 -0.3 0.0
-1.1 1.7 -0.5
1.0 -1.2 0.8
-0.8 -0.9 -0.4
-0.1 0.7 0.2
0.4 0.2 -0.3
0.7 0.0 -0.5
-0.1 -0.1 0.0
0.6 -0.1 0.3
-0.1 0.1 0.5
0.2 0.0 -0.5
0.0 0.0 -0.2
-0.2 -0.6 -0.4
-0.1 0.1 -1.6
1.8 0.8 -0.8
0.0 -0.4 -0.6
0.5 -0.7 -0.3
0.0 -0.6 -0.2
0.0 -0.2 0.3
0.7 1.3 2.6
-0.5 -3.3 1.0
0.0 1.9 -1.6
-0.8 1.5 -0.5
-0.5 -0.7 -0.6
-0.4 -0.1 1.3
-0.7 -0.6 -0.3
-0.1 0.2 0.0
-1.0 -0.2 0.6
0.0 0.2 -0.2
0.4 -0.1 -0.1
-0.2 0.0 -0.4
-0.5 0.4 -0.5
0.2 0.1 0.1
0.4 0.0 -0.5
0.5 0.1 0.0
0.3 0.5 0.6
0.1 -0.3 0.1
0.0 0.1 -0.5
-0.4 -0.1 0.7
0.8 0.4 -1.5
-0.9 0.0 -0.9
1.6 1.0 -1.6
-2.2 -0.2 -0.1
0.0 -0.3 0.6
-0.4 0.0 0.1
1.1 0.1 0.7
-0.6 0.2 -0.2
-0.4 -0.6 1.9
-0.2 -0.1 0.1
1.0 -0.6 1.0
0.7 -0.1 -0.1

As for the total charge: -2. The LUMO energy (alpha / beta) is 3.41 / 3.41 eV. Its HOMO-LUMO gap (alpha / beta) is 2.988 / 3.011 eV. The value obtained for the highest occupied orbital energy (alpha / beta) is 0.42 / 0.40 eV.

Computed, not measured: a cluster of 2 separate species, C3H4N4O in total at a distorted geometry, with ωB97M-V with the def2-TZVPD basis set.

Atoms and positions in Å:
C -1.08758 0.08080 -0.33444
C -1.28509 0.61193 0.91863
C 0.29692 -0.21075 -0.40756
N -0.10645 0.90940 1.45121
N 0.63579 -2.42033 -2.09425
N 0.81780 0.27629 0.72878
N 1.07683 -0.70679 -1.33889
O 1.57571 -2.98678 -2.46376
H -1.96937 -0.01781 -0.97695
H -2.19759 0.90540 1.38367
H 1.72360 0.63025 0.64954
H 2.09278 -0.65371 -1.13382

Force components x, y, z for each atom (eV/Å):
-0.6 -1.5 -1.2
2.0 1.1 0.1
-3.1 0.7 0.0
-0.4 0.2 2.5
2.8 0.4 0.3
-1.4 0.0 0.0
1.6 -2.5 -3.2
-2.4 1.7 0.9
1.0 -0.6 -0.3
-0.3 0.3 0.2
1.6 0.7 0.8
-0.9 -0.4 -0.2

As for the total charge: 0. The LUMO energy (alpha / beta) is -1.07 / -1.15 eV. Its HOMO-LUMO gap (alpha / beta) is 6.616 / 6.504 eV. The value obtained for the highest occupied orbital energy (alpha / beta) is -7.68 / -7.65 eV.

Computed, not measured: a cluster of 2 separate species, C10H21ClN in total at a distorted geometry, with ωB97M-V with the def2-TZVPD basis set.

Atoms and positions in Å:
C 0.76036 -0.40691 -1.44124
C -1.16520 2.05333 0.39646
C 1.68197 -0.96862 -0.76677
C -2.55958 -0.06607 1.05892
C -2.56604 2.65747 0.88145
C 1.27125 -3.31940 -0.93527
C 3.10977 -2.18289 -2.44340
C 0.49625 2.94689 2.00351
C -2.49566 1.27907 0.36636
C 2.32729 -2.16153 -1.19995
N -0.12423 1.76028 1.28173
Cl 2.15979 -0.21047 0.76145
H 0.55490 -0.93957 -2.41316
H 0.36414 0.55216 -1.08133
H -3.38703 -0.68317 0.90856
H -2.47892 0.09412 2.11912
H -1.67798 -0.57982 0.63983
H -3.04666 3.37825 0.25565
H -0.88722 2.27628 -0.59611
H -2.53163 2.85147 1.91414
H 1.61728 -4.27321 -1.30778
H 0.30420 -3.13249 -1.43866
H 1.11786 -3.28723 0.24564
H 2.32718 -1.99463 -3.34208
H 3.55650 -3.20816 -2.47832
H 3.84256 -1.45160 -2.44355
H -0.33818 3.48693 2.43727
H 1.15325 2.69539 2.81308
H 1.00430 3.67306 1.27811
H -2.98210 1.31570 -0.63372
H 2.99771 -2.37485 -0.34504
H -0.48674 0.98061 1.93117
H 0.66255 1.24669 0.80028

Force components x, y, z for each atom (eV/Å):
-2.2 1.6 -2.2
-4.5 1.1 -2.1
0.9 1.1 1.2
2.0 1.4 -0.1
2.2 -0.8 -0.3
-0.3 1.1 1.4
-3.0 -1.8 -2.6
-0.6 1.4 -1.0
-0.5 -0.3 -1.1
0.5 -3.3 3.6
1.6 -1.9 2.3
0.5 -0.4 0.1
-0.4 1.2 1.0
-0.3 -0.6 -1.0
-1.6 -0.6 -0.5
0.3 -0.3 0.7
-0.3 -0.4 0.5
0.0 0.4 -0.1
0.8 0.7 -0.7
-0.4 0.2 1.3
0.3 -0.3 0.4
0.4 0.1 0.3
0.1 -0.6 -2.6
2.2 -0.6 1.6
-0.3 1.0 -0.6
1.5 1.4 -0.2
-0.1 0.1 0.0
0.4 -0.7 0.0
-0.7 -1.5 0.8
0.9 -0.6 0.5
0.4 -0.1 -0.6
0.8 1.6 -0.5
-0.6 0.4 0.3

As for the total charge: +1. The LUMO energy is -2.60 eV. Its HOMO-LUMO gap is 10.460 eV. The value obtained for the highest occupied orbital energy is -13.06 eV.

Computed, not measured: a structure of composition Cl2O8Tl at a distorted geometry, with ωB97M-V with the def2-TZVPD basis set.

Atoms and positions in Å:
Tl 0.09468 -3.88960 -8.66091
Cl 2.62636 1.18570 4.16731
O 1.73980 1.72018 3.22474
O 2.47870 1.48045 5.61450
O 2.65603 -0.17093 4.21053
O 3.86678 1.49592 3.71479
Cl -2.69166 -0.32551 -2.46872
O -4.05192 -0.62879 -2.44244
O -2.40889 1.02812 -2.09767
O -2.09619 -1.23297 -1.48036
O -2.21369 -0.66256 -3.78174

Force components x, y, z for each atom (eV/Å):
0.0 0.0 0.0
-2.5 3.5 2.4
-2.0 0.6 0.7
-0.8 0.8 -1.9
-0.9 -7.2 0.1
6.2 2.2 -1.3
2.4 0.0 -0.4
-2.9 -0.3 0.5
0.0 -0.6 -0.2
0.1 0.5 -0.1
0.4 0.4 0.3

As for the total charge: +1. The LUMO energy is -10.23 eV. Its HOMO-LUMO gap is 1.639 eV. The value obtained for the highest occupied orbital energy is -11.87 eV.

Computed, not measured: a structure of composition C32H33KN4O2S at a distorted geometry, with ωB97M-V with the def2-TZVPD basis set.

Atoms and positions in Å:
K -1.14297 0.02166 0.67487
C 2.64166 2.14260 -1.82183
C 1.48756 2.81479 -1.38362
C 1.68915 3.20263 -0.04006
C 2.97132 2.76480 0.35215
C 3.55770 2.10104 -0.74317
C 4.92725 1.48001 -0.79218
C 3.58752 2.94893 1.71235
C 0.68448 3.94935 0.79271
C 0.24208 3.10639 -2.17577
C 2.84634 1.49305 -3.16497
H 4.96774 0.67409 -1.53145
H 5.20647 1.05264 0.17728
H 5.71104 2.20537 -1.06046
H 2.85732 2.78492 2.51192
H 4.00036 3.95779 1.85959
H 4.40504 2.23975 1.87032
H -0.30706 3.50142 0.69392
H 0.59905 5.00169 0.48167
H 0.95467 3.93624 1.85243
H -0.65722 2.94801 -1.57176
H 0.16597 2.45444 -3.04961
H 0.21163 4.14647 -2.53324
H 3.87713 1.60404 -3.51951
H 2.19162 1.94019 -3.91782
H 2.62298 0.41749 -3.13558
C 2.33673 -0.93168 0.19849
C 2.07040 -2.06140 1.15096
C 3.08286 -3.00515 1.44256
C 2.84494 -3.98256 2.36325
C 1.59876 -4.04550 3.02315
C 1.31301 -5.02885 3.99189
C 0.08792 -5.01999 4.61176
C -0.87043 -4.05566 4.29404
C -0.66107 -3.07113 3.32421
S -1.90104 -1.93896 2.97366
C 0.62739 -3.06305 2.66817
N 0.89155 -2.11859 1.73518
H 3.38657 -0.89750 -0.09228
H 2.08305 0.03509 0.64256
H 1.74327 -1.05564 -0.70673
H 4.04083 -2.93272 0.94218
H 3.61173 -4.70581 2.62410
H 2.06749 -5.77217 4.22883
H -0.14189 -5.77218 5.36043
H -1.82575 -4.05300 4.80237
C -3.13681 -2.76902 -3.31607
N -1.68877 -2.77328 -3.28279
C -0.85145 -3.74256 -3.76707
C 0.41558 -3.32545 -3.46903
N 0.37070 -2.12534 -2.81714
C -0.90219 -1.82042 -2.72034
H -3.48791 -3.56087 -3.97488
H -3.50500 -1.80523 -3.65540
H -3.54369 -2.92452 -2.31638
H -1.21799 -4.62597 -4.26228
H 1.35441 -3.81085 -3.68245
H -1.31074 -0.92091 -2.27001
O -4.37745 0.02687 -2.78172
C -4.17413 0.72524 -1.79721
N -3.00927 0.83105 -1.10143
C -3.16415 1.73462 -0.10562
O -2.29535 2.05720 0.70070
C -4.57304 2.25969 -0.11228
C -5.23361 3.15251 0.70289
C -6.57803 3.40299 0.43878
C -7.21986 2.77010 -0.62096
C -6.53969 1.87367 -1.44265
C -5.21127 1.62665 -1.17011
H -4.71367 3.64162 1.51735
H -7.13624 4.08778 1.06581
H -8.26691 2.97918 -0.80881
H -7.04142 1.38740 -2.27034

Force components x, y, z for each atom (eV/Å):
1.4 -1.3 0.2
0.2 -0.1 0.1
-0.1 0.0 0.1
0.0 -0.2 0.0
-0.1 0.0 0.2
0.0 0.1 -0.3
-0.2 0.2 0.0
-0.1 0.1 -0.2
0.2 0.0 -0.2
0.2 0.0 0.1
-0.1 0.0 0.2
0.0 0.0 0.0
0.1 0.0 0.0
0.1 -0.1 0.0
0.0 0.0 0.0
0.0 0.0 0.1
0.0 0.0 0.0
-0.1 0.1 0.1
-0.1 0.0 0.1
0.0 0.0 0.0
0.0 0.0 -0.1
-0.1 0.0 0.0
-0.1 0.0 0.0
0.0 0.0 0.0
0.0 0.0 0.0
0.0 0.0 -0.1
-0.1 -0.1 0.0
-0.2 0.1 0.3
0.1 -0.2 0.1
0.0 0.1 0.0
-0.2 0.3 -0.2
-0.1 -0.2 0.2
0.3 -0.1 0.0
0.1 0.2 -0.2
0.0 -0.2 0.2
-0.4 0.3 0.0
0.1 -0.5 0.2
0.1 0.4 -0.2
0.0 0.0 0.0
0.1 0.0 -0.1
0.0 0.0 -0.2
0.0 0.0 0.0
0.0 0.0 0.0
0.0 0.0 0.0
0.0 0.0 0.0
0.0 0.0 0.0
-0.2 0.1 0.1
0.0 0.1 0.0
0.1 -0.1 0.0
-0.1 0.0 0.0
0.1 0.2 0.1
0.1 0.0 0.0
0.1 0.0 0.0
0.0 0.0 0.0
0.0 -0.1 0.0
-0.1 0.0 0.0
0.0 0.0 0.0
0.0 -0.1 -0.1
-0.2 0.1 0.1
0.1 -0.1 -0.2
0.1 -0.2 -0.2
0.0 0.2 -0.1
-0.8 1.1 0.1
-0.4 0.0 -0.2
0.2 0.1 0.1
-0.1 -0.1 -0.1
0.0 0.1 0.1
0.0 -0.1 -0.1
0.0 0.3 0.4
0.0 0.0 0.0
0.0 0.0 0.0
0.0 0.0 0.0
0.0 0.0 0.0

As for the total charge: -2. The LUMO energy is 4.11 eV. Its HOMO-LUMO gap is 4.458 eV. The value obtained for the highest occupied orbital energy is -0.35 eV.

Computed, not measured: an isolated molecule of C20H22ClN3O4, with ωB97M-V with the def2-TZVPD basis set.

Atoms and positions in Å:
C 6.18186 -1.51739 -0.78915
C 5.00867 -2.15737 -0.05886
H 4.21065 -2.36801 -0.77295
H 5.32951 -3.10543 0.37755
C 4.47223 -1.25995 1.06787
C 3.84744 -0.01239 0.52456
C 4.51598 1.16371 0.53731
C 3.97919 2.38592 -0.02088
O 4.54070 3.45218 -0.04716
O 2.72263 2.30629 -0.57330
C 2.02180 1.15627 -0.58733
C 0.75351 1.21517 -1.16277
C -0.04413 0.08808 -1.20746
C 0.47078 -1.11517 -0.68864
C 1.71890 -1.18309 -0.12894
C 2.52934 -0.04197 -0.06043
H 2.06187 -2.12161 0.27328
Cl -0.52730 -2.51429 -0.75096
O -1.29051 0.02451 -1.72122
C -2.03399 1.20627 -1.92648
H -1.92058 1.56603 -2.95606
H -1.72116 2.00063 -1.24029
C -3.52160 0.94710 -1.65299
O -4.35729 1.80175 -1.85457
N -3.78423 -0.27204 -1.15836
H -3.00695 -0.89717 -1.00449
C -5.11255 -0.66143 -0.74086
C -5.56325 0.06884 0.52921
H -6.60116 -0.19724 0.73221
H -5.51740 1.14140 0.33707
C -4.72414 -0.27350 1.76437
N -3.37251 0.21101 1.67225
C -2.24112 -0.52490 1.57847
N -1.17209 0.21800 1.49166
C -1.61805 1.50128 1.52856
C -2.97829 1.51885 1.64064
H -3.67551 2.32861 1.69881
H -0.93139 2.32283 1.47995
H -2.23925 -1.59717 1.58627
H -4.68233 -1.35792 1.90176
H -5.19709 0.16840 2.64865
H -5.12038 -1.74207 -0.58943
H -5.81049 -0.40647 -1.54442
H 0.42643 2.16165 -1.56075
H 5.50248 1.24991 0.96500
H 3.73950 -1.81270 1.65756
H 5.30065 -0.98915 1.72414
H 6.54653 -2.17988 -1.57041
H 6.99954 -1.31890 -0.09992
H 5.88455 -0.57747 -1.24809

Force components x, y, z for each atom (eV/Å):
-0.2 -0.1 0.0
0.1 0.1 0.0
0.0 -0.1 0.0
-0.1 0.0 0.0
0.0 -0.1 -0.1
0.4 0.5 0.2
-0.2 -0.5 0.1
0.4 0.5 0.0
-0.2 -0.3 0.0
0.0 0.3 -0.1
-0.3 -0.9 0.1
-0.1 0.1 -0.1
0.5 -0.2 0.1
0.1 0.2 -0.2
-0.1 0.3 -0.1
-0.3 0.4 -0.2
0.0 -0.1 0.0
-0.2 -0.4 0.0
0.2 0.0 0.0
-0.2 0.5 -0.1
0.0 -0.1 0.1
-0.1 -0.1 -0.1
0.7 -0.3 0.0
-0.2 0.4 -0.1
0.1 -0.4 -0.1
0.0 0.1 -0.1
-0.3 0.4 0.1
0.3 -0.3 0.0
-0.1 0.0 0.0
-0.1 0.0 0.0
-0.7 0.0 -0.1
0.4 0.1 0.2
0.0 -0.1 0.2
0.4 -0.3 0.1
-0.2 0.1 0.0
0.0 0.3 0.0
-0.2 0.2 0.0
0.1 0.3 0.0
-0.1 -0.3 0.0
0.0 0.1 0.1
0.1 -0.2 -0.1
0.0 0.0 -0.1
0.0 -0.2 0.1
-0.1 0.1 -0.1
0.1 0.0 0.0
0.0 0.0 0.1
0.0 0.0 0.1
0.1 0.0 -0.1
0.1 0.1 0.1
0.1 0.1 -0.1

As for the total charge: 0. The LUMO energy is 0.14 eV. Its HOMO-LUMO gap is 8.491 eV. The value obtained for the highest occupied orbital energy is -8.35 eV.

> Which value of total charge does entry 2 give?

0

> Which formula does entry 4 have?

Cl2O8Tl